The following is a DFT calculation (wB97M-V/def2-TZVPD) of C30H36N7O2PtSi as an isolated structure in a non-equilibrium geometry.

Results
Largest force on an atom ... 2.4 eV/Å
E ... -57340.977 eV
Total charge ... +1
2S+1 ... 3
Gap between HOMO and LUMO (spin up / spin down) ... 7.99 / 7.18 eV
HOMO level (spin up / spin down) ... -10.26 / -10.53 eV
⟨S²⟩ ... 2.005
Lowest unoccupied orbital energy (spin up / spin down) ... -0.083 / -0.123 hartree

XYZ file:
```
77
Properties=species:S:1:pos:R:3:forces:R:3:lowdin_charge:R:1
Pt -0.201070 0.865589 1.442324 1.3035 -0.0864 -0.3580 1.16
C 0.391337 3.167299 -2.720711 -0.1730 -0.1391 -0.0971 -0.04
N 1.566734 3.210645 -1.869951 -0.0171 -0.2552 0.1705 -0.15
C 2.453619 4.336205 -2.100487 0.1691 0.2187 0.1938 -0.03
C 1.463866 2.625582 -0.634114 -0.1989 0.1822 -0.4287 -0.40
N 0.347612 2.246618 -0.134938 -0.4902 -0.6101 0.4810 0.06
N 2.662035 2.440650 0.027004 0.3664 0.0778 -0.2298 0.17
C 2.903783 1.778060 1.212576 0.1828 0.0661 0.2589 -0.50
N 4.229000 1.631765 1.487270 -0.0156 0.0068 -0.0440 0.18
N 1.978111 1.356719 1.990407 -0.9286 -0.3973 0.0991 0.06
H 0.692516 3.402232 -3.739295 0.0156 -0.0012 0.0414 0.10
H -0.381635 3.883987 -2.418906 -0.0111 -0.0036 0.0081 0.10
H -0.020727 2.157307 -2.722087 -0.0604 0.0308 -0.0036 0.09
H 2.381468 4.626960 -3.144838 0.0398 -0.0667 0.0077 0.09
H 3.494720 4.089099 -1.905709 0.0879 0.0119 -0.0098 0.08
H 2.172878 5.196555 -1.485774 0.0581 0.0389 -0.0198 0.10
H -0.472870 2.520685 -0.662524 0.2703 0.0016 -0.1223 0.06
H 3.478717 2.584492 -0.550679 -0.1966 -0.1020 0.0357 0.14
H 4.948504 2.057049 0.931816 -0.0358 0.0697 -0.0130 0.11
H 4.510197 1.250103 2.372746 -0.0358 -0.0350 -0.0497 0.12
H 2.321315 0.887576 2.819896 0.0684 0.0621 -0.1099 0.08
C -0.625097 3.520764 5.018765 0.1742 0.0534 -0.1399 0.02
C -1.199714 2.915714 3.765200 -0.2699 0.2714 0.5935 -0.52
O -0.600056 2.923942 2.698422 0.2141 -0.0363 -0.3019 -0.06
N -2.438599 2.392832 3.895456 -0.0666 -0.1177 0.0263 0.08
C -3.066250 1.645941 2.824304 0.1018 0.0014 -0.1901 -0.12
C -2.818573 0.170504 3.015408 -0.4032 0.1114 0.0347 -0.26
C -3.827330 -0.662672 3.471139 0.1721 0.0614 -0.1039 0.00
C -3.568247 -2.010998 3.655769 0.2639 0.0732 -0.1014 -0.02
C -2.280612 -2.466351 3.426396 -0.0473 0.1210 0.1170 -0.02
C -1.312074 -1.561454 3.019480 0.1353 -0.4012 0.0505 -0.11
N -1.576739 -0.277032 2.789325 0.2713 0.1033 -0.3264 -0.01
H 0.370674 3.901558 4.805999 -0.0618 0.0050 -0.0064 0.09
H -0.555055 2.762420 5.796723 -0.0270 -0.0345 0.0830 0.09
H -1.253338 4.332519 5.380572 -0.0421 0.0171 0.0271 0.09
H -2.853273 2.307580 4.812059 0.1780 0.1414 -0.0371 0.16
H -2.612886 1.988462 1.883004 -0.3099 -0.0492 0.2368 0.11
H -4.135856 1.861569 2.819927 0.0889 -0.0495 -0.0996 0.13
H -4.804660 -0.252893 3.663738 -0.1622 0.0517 -0.0267 0.12
H -4.353373 -2.681085 3.969885 -0.0343 -0.0837 0.0450 0.12
H -2.025764 -3.504484 3.563104 0.0918 -0.0789 -0.0073 0.12
H -0.287594 -1.865154 2.856480 -0.0603 -0.0321 -0.1691 0.10
O 0.407707 -1.084732 0.509078 -0.0115 1.5883 1.7987 -0.43
Si 0.267909 -1.649456 -0.947255 -0.1406 -0.9768 -1.3145 0.45
C -1.203849 -0.844745 -1.866029 0.5178 -0.3020 0.3887 -0.20
C -1.590288 -1.169069 -3.162507 0.0335 0.0051 -0.0105 -0.09
C -2.652651 -0.530026 -3.776532 -0.0701 -0.0328 -0.1678 -0.08
C -3.365152 0.446237 -3.101256 -0.0259 0.0748 0.0185 -0.09
C -3.006769 0.774767 -1.802923 -0.1496 0.1604 -0.0168 -0.10
C -1.938031 0.131500 -1.206333 0.0336 0.0554 0.3625 -0.15
C 1.815210 -1.355555 -2.029202 -0.6103 -0.0604 0.5309 -0.20
C 1.972540 -1.836216 -3.323114 -0.0143 -0.0263 -0.0952 -0.09
C 3.133757 -1.599814 -4.038464 0.0250 -0.0772 -0.1602 -0.08
C 4.170267 -0.881263 -3.467437 0.0614 0.0555 -0.0084 -0.09
C 4.030766 -0.398469 -2.176416 0.1879 0.0935 -0.0162 -0.10
C 2.865222 -0.636033 -1.470657 -0.0478 0.0496 0.0639 -0.11
C -0.025050 -3.522479 -0.728670 0.1457 1.0516 -0.3647 -0.20
C 0.011802 -4.035869 0.559684 -0.0234 0.0109 0.1196 -0.11
C -0.267817 -5.365478 0.808224 0.0044 -0.1524 0.0936 -0.09
C -0.581403 -6.209982 -0.243493 -0.0210 -0.0862 0.0225 -0.09
C -0.595750 -5.714334 -1.536069 -0.0345 -0.1566 -0.2054 -0.08
C -0.314897 -4.380025 -1.777131 -0.0692 -0.2271 -0.0134 -0.10
H -1.062377 -1.937259 -3.706840 0.0776 -0.0754 -0.1061 0.09
H -2.928172 -0.799012 -4.786188 -0.0436 -0.0130 -0.0687 0.11
H -4.196738 0.941276 -3.580847 -0.0661 0.0406 -0.0200 0.10
H -3.567414 1.524327 -1.261853 -0.0702 0.0830 0.0543 0.10
H -1.657286 0.386354 -0.168576 -0.3591 -0.1235 -0.4471 0.02
H 1.188644 -2.418034 -3.786236 -0.0782 -0.0611 -0.0785 0.09
H 3.236095 -1.988832 -5.041484 0.0170 -0.0264 -0.0704 0.10
H 5.083398 -0.713223 -4.020821 0.0454 0.0255 -0.0242 0.10
H 4.846001 0.143694 -1.714564 0.0952 0.0402 0.0350 0.09
H 2.756385 -0.281600 -0.455693 0.0314 0.0042 0.1734 0.07
H 0.269095 -3.372876 1.369874 0.0297 0.0740 0.1222 0.07
H -0.236807 -5.743402 1.820427 0.0099 -0.0823 0.0806 0.10
H -0.806007 -7.250876 -0.058867 -0.0104 -0.0599 0.0028 0.10
H -0.828248 -6.370269 -2.362368 -0.0204 -0.0827 -0.0589 0.10
H -0.325781 -4.016090 -2.794641 -0.0547 0.0109 -0.1343 0.08
```
Forces are in eV/Å.